# 1
The molecule C3H3NO2P2 in a non-equilibrium geometry, computed with ωB97M-V/def2-TZVPD.

Last column: Mulliken charge in e.
Cartesian coordinates (Å):
P -0.122 -1.275 -3.869  -0.04
P -0.830 -3.171 -3.118  0.08
O -0.122 -0.483 -2.323  -0.31
O 0.750 -2.682 0.237  -0.56
N -0.645 -3.181 -1.551  -0.38
C 0.075 -2.403 -0.740  0.43
C -0.010 -0.960 -1.106  0.79
C 0.005 0.005 0.041  -0.91
H 0.796 0.681 -0.356  0.28
H 0.201 -0.529 1.055  0.29
H -0.836 0.720 0.260  0.33

Properties
* frontier orbital gap (alpha / beta): 7.240 / 7.241 eV
* LUMO level (alpha / beta): -1.4 / -1.4 eV
* largest force on an atom: 2.5 eV Å⁻¹
* E_HOMO (alpha / beta): -8.61 / -8.61 eV
* ΔE to the lowest compared entry with this formula, charge and spin: 0.00 kJ/mol

=====

# 2
A 2-piece molecular cluster, C3H9O4PS overall in a non-equilibrium geometry, computed with ωB97M-V/def2-TZVPD.

Last column: Mulliken charge in e.
Cartesian coordinates (Å):
S 2.031 -0.027 0.437  0.71
P -0.724 -1.607 0.199  0.69
O 1.979 1.242 1.041  -0.46
O -2.097 -2.066 0.249  -0.66
O -0.598 -0.023 0.109  -0.17
O 2.212 -0.098 -0.987  -0.46
C -0.636 2.230 -0.889  -1.07
C 0.273 -1.911 1.595  -0.74
C -1.334 0.815 -0.784  -0.37
H 0.970 -2.660 1.570  0.45
H -1.355 0.260 -1.801  0.31
H 3.369 -0.504 0.917  0.16
H -0.210 2.490 0.033  0.30
H 0.024 -2.174 -0.876  0.06
H 0.016 2.206 -1.761  0.27
H -1.434 2.888 -1.259  0.38
H -2.353 0.819 -0.441  0.34
H -0.133 -1.881 2.647  0.26

Properties
* frontier orbital gap (alpha / beta): 7.747 / 8.351 eV
* LUMO level (alpha / beta): -2.3 / -1.6 eV
* largest force on an atom: 3.9 eV Å⁻¹
* E_HOMO (alpha / beta): -10.06 / -9.95 eV
* ΔE to the lowest compared entry with this formula, charge and spin: 591.29 kJ/mol

=====

# 3
A 2-piece molecular cluster, C4H14NOS overall in a non-equilibrium geometry, computed with ωB97M-V/def2-TZVPD.

Last column: Mulliken charge in e.
Cartesian coordinates (Å):
S 1.179 1.037 -1.345  -0.07
O -2.775 -0.852 -1.797  -0.71
N -1.311 -0.016 0.530  -0.08
C 1.341 2.350 -0.045  -0.68
C 1.061 -0.758 0.986  -0.67
C 1.320 -0.599 -0.519  -0.61
C -0.413 -1.001 1.254  -0.51
H 2.351 -0.888 -0.716  0.42
H -2.532 -0.379 -2.611  0.35
H -0.628 -0.923 2.310  0.35
H 0.669 -1.291 -1.054  0.29
H -1.738 -0.260 -0.381  0.38
H 0.612 3.121 -0.229  0.30
H 1.513 0.081 1.514  0.29
H 1.591 1.712 0.791  0.12
H -2.043 0.361 1.131  0.42
H -0.654 -1.985 0.858  0.33
H 1.621 -1.620 1.344  0.36
H -0.695 0.789 0.361  0.06
H 2.295 2.864 -0.204  0.33
H -2.764 -1.745 -2.178  0.34

Properties
* frontier orbital gap: 9.263 eV
* LUMO level: -3.1 eV
* total charge: +1
* largest force on an atom: 2.9 eV Å⁻¹
* E_HOMO: -12.32 eV
* ΔE to the lowest compared entry with this formula, charge and spin: 110.99 kJ/mol

=====

# 4
C4H5O2Pt as an isolated structure in a non-equilibrium geometry, computed with ωB97M-V/def2-TZVPD.

Last column: Mulliken charge in e.
Cartesian coordinates (Å):
Pt -3.646 -0.234 0.563  1.24
O -2.059 -0.606 0.535  -0.12
O 2.216 -2.603 -0.789  -0.16
C 0.171 -1.228 1.344  -0.62
C 1.704 -1.501 -0.667  0.81
C 1.333 -0.274 -0.898  -0.73
C -1.083 -0.847 1.173  0.41
H 2.173 -3.191 -0.002  0.46
H 1.998 0.546 -0.610  0.38
H 0.409 -0.102 -1.462  0.42
H -0.270 -2.164 1.954  0.40
H 0.880 -0.547 1.819  0.53

Properties
* frontier orbital gap (alpha / beta): 9.685 / 6.201 eV
* LUMO level (alpha / beta): -14.0 / -17.6 eV
* ⟨S²⟩: 2.04
* 2S+1: 3
* total charge: +3
* largest force on an atom: 15.2 eV Å⁻¹
* E_HOMO (alpha / beta): -23.73 / -23.84 eV
* ΔE to the lowest compared entry with this formula, charge and spin: 49.98 kJ/mol

=====

# 5
C12H13ClOTi as an isolated structure in a non-equilibrium geometry, computed with ωB97M-V/def2-TZVPD.

Last column: Mulliken charge in e.
Cartesian coordinates (Å):
Ti -0.277 -0.412 0.331  -0.17
Cl 0.312 -2.266 1.433  -0.62
O 0.933 1.655 2.024  -0.50
C -0.010 0.892 2.065  0.77
C 1.664 0.865 -1.794  -0.46
C -2.225 -1.096 -0.134  -0.50
C 2.436 -1.131 -0.895  -0.54
C -0.930 0.524 3.148  -1.39
C 2.175 1.145 -0.489  -0.58
C 1.811 -0.545 -2.043  -0.46
C -1.518 -1.282 -1.379  -0.59
C -1.245 -0.004 -1.932  -0.27
C -2.317 0.316 0.092  -0.69
C -1.679 0.985 -1.011  -0.51
C 2.666 -0.095 0.068  -0.58
H -0.610 0.968 4.091  0.52
H 1.469 -1.081 -2.928  0.42
H -2.773 0.812 0.925  0.57
H -1.941 0.861 2.905  0.18
H 1.214 1.597 -2.469  0.44
H -1.567 2.050 -1.155  0.33
H -2.621 -1.890 0.465  0.42
H -0.832 0.178 -2.916  0.58
H 3.181 -0.201 1.020  0.37
H -0.945 -0.564 3.262  0.21
H 2.708 -2.181 -0.785  0.33
H -1.316 -2.225 -1.881  0.32
H 2.239 2.123 -0.021  0.37

Properties
* frontier orbital gap (alpha / beta): 3.271 / 4.454 eV
* LUMO level (alpha / beta): 5.3 / 5.1 eV
* ⟨S²⟩: 2.01
* 2S+1: 3
* total charge: -2
* largest force on an atom: 3.9 eV Å⁻¹
* E_HOMO (alpha / beta): 2.02 / 0.65 eV
* ΔE to the lowest compared entry with this formula, charge and spin: 0.00 kJ/mol

=====

# 6
The molecule C4H6N2O in a non-equilibrium geometry, computed with ωB97M-V/def2-TZVPD.

Last column: Mulliken charge in e.
Cartesian coordinates (Å):
O 1.332 2.064 0.787  -0.54
N 1.281 -0.037 -0.517  -0.24
N -0.592 1.048 -0.081  -0.18
C 0.691 1.208 0.233  0.43
C 0.321 -1.098 -0.097  -0.32
C -1.711 0.229 0.379  -0.21
C -0.858 -0.325 -0.683  -0.60
H -2.688 0.625 0.120  0.18
H -1.625 -0.137 1.401  0.20
H 2.278 -0.262 -0.429  0.26
H 0.401 -1.273 0.990  0.27
H 0.717 0.018 -1.463  0.42
H 0.504 -2.011 -0.670  0.33

Properties
* frontier orbital gap: 8.319 eV
* LUMO level: 0.6 eV
* largest force on an atom: 1.5 eV Å⁻¹
* E_HOMO: -7.72 eV
* ΔE to the lowest compared entry with this formula, charge and spin: 520.72 kJ/mol

=====

# 7
H28O14 as an isolated structure in a non-equilibrium geometry, computed with ωB97M-V/def2-TZVPD.

Last column: Mulliken charge in e.
Cartesian coordinates (Å):
O 4.614 -11.214 -5.461  -0.45
O 6.907 -9.919 -4.429  -0.61
O 8.711 -10.690 -6.403  -0.56
O 3.987 -11.311 -7.757  -0.80
O 6.737 -8.692 -6.305  -0.82
O 5.807 -11.589 -10.301  -0.72
O 4.584 -9.017 -8.106  -0.67
O 6.191 -12.719 -8.743  -0.77
O 6.202 -10.733 -6.850  1.43
O 7.653 -12.803 -7.078  -0.85
O 8.610 -11.605 -9.116  -0.62
O 6.963 -12.915 -4.744  -0.72
O 6.365 -9.847 -9.447  -0.87
O 3.098 -9.588 -6.263  -0.68
H 3.573 -9.502 -5.436  0.31
H 5.614 -13.477 -8.660  0.28
H 5.196 -11.256 -4.702  0.59
H 6.926 -12.912 -8.162  0.30
H 6.672 -9.242 -3.794  0.27
H 9.054 -11.521 -6.075  0.37
H 6.595 -9.580 -5.268  0.23
H 5.064 -8.315 -7.667  0.37
H 7.939 -11.725 -8.445  0.19
H 5.236 -12.142 -10.835  0.30
H 6.727 -12.145 -5.261  0.36
H 4.431 -11.569 -8.564  0.33
H 3.776 -12.138 -7.323  0.34
H 7.828 -10.898 -6.707  0.07
H 6.106 -11.264 -7.641  -0.47
H 6.033 -12.135 -9.548  0.24
H 6.539 -13.646 -5.193  0.26
H 3.365 -10.441 -6.604  0.51
H 5.421 -10.927 -6.334  -0.27
H 8.141 -11.706 -9.945  0.41
H 6.417 -9.569 -6.516  0.44
H 4.504 -9.704 -7.444  0.15
H 7.292 -13.490 -6.518  0.23
H 3.989 -11.926 -5.324  0.24
H 8.569 -13.050 -7.201  0.32
H 7.092 -8.361 -7.129  0.45
H 5.746 -9.688 -8.734  0.43
H 6.106 -10.697 -9.804  0.48

Properties
* frontier orbital gap: 6.783 eV
* LUMO level: -1.6 eV
* largest force on an atom: 12.9 eV Å⁻¹
* E_HOMO: -8.34 eV
* ΔE to the lowest compared entry with this formula, charge and spin: 1492.92 kJ/mol

=====

# 8
The molecule C5H8N2O in a non-equilibrium geometry, computed with ωB97M-V/def2-TZVPD.

Last column: Mulliken charge in e.
Cartesian coordinates (Å):
O -0.530 1.371 1.015  -0.20
N 1.455 -1.023 -0.691  -0.62
N 0.140 2.110 0.181  -0.29
C -0.336 -0.137 1.020  0.15
C -1.559 -0.715 0.315  -1.10
C 0.883 1.654 -0.839  -0.36
C 0.700 0.208 -1.004  0.11
C 0.923 -0.352 0.428  -0.20
H -2.573 -0.389 0.582  0.34
H 1.842 0.023 0.866  0.44
H -0.424 -0.403 2.127  0.26
H 1.016 -1.970 -1.022  0.30
H -1.450 -1.745 0.531  0.39
H -1.389 -0.741 -0.806  0.20
H -0.269 -0.087 -1.345  0.14
H 1.570 2.197 -1.359  0.46

Properties
* frontier orbital gap: 9.752 eV
* LUMO level: 0.8 eV
* structure (SMILES): C[C@@H]1ON=C[C@H]2N[C@H]12
* largest force on an atom: 5.0 eV Å⁻¹
* E_HOMO: -8.93 eV
* ΔE to the lowest compared entry with this formula, charge and spin: 651.87 kJ/mol